C5H28NO8 | the ωB97M-V functional and the def2-TZVPD basis

## Properties
ΔE to the lowest compared entry with this formula, charge and spin = 0.5231 eV
Net charge = +1
DFT total energy = -23503.74827 eV
HOMO = -13.9 eV
Largest force on an atom = 2.7 eV/Å
Kohn-Sham gap = 11.039 eV

Structure (XYZ):
```
42
Properties=species:S:1:pos:R:3:forces:R:3:nbo_charge:R:1
H 1.7043 -1.0404 2.7592 -0.17 -0.41 -0.35 0.23
C 0.3452 0.3670 1.7880 -1.48 -0.37 0.17 -0.24
H -0.8014 2.2516 1.7373 0.25 -0.06 -0.13 0.24
H 0.0296 4.1218 -1.2363 -0.17 0.24 -0.01 0.48
H -3.2219 1.1640 -1.9833 -0.16 0.35 0.60 0.50
H 4.2271 -0.9568 0.3111 0.37 -0.13 -0.02 0.48
H 1.3955 -4.3681 0.4550 0.02 0.22 0.15 0.49
H -1.1821 -1.6582 -0.4224 -0.48 -0.30 -0.17 0.43
C 0.6416 -0.7878 2.7638 0.24 0.76 0.02 -0.64
C 1.0019 -0.9501 -0.2868 -0.07 -0.03 0.64 -0.12
H -0.8486 -3.8634 1.2744 0.24 -0.14 -0.32 0.51
O -2.2700 2.6225 -3.1013 0.21 -0.70 0.25 -0.93
H 1.2764 0.8979 1.6312 0.15 0.23 -0.28 0.24
H 1.4485 -0.9988 -2.2896 0.41 -0.59 0.18 0.50
O 1.8166 2.5401 -2.1079 -1.21 1.12 -0.53 -0.99
H 2.6697 2.9318 -1.9418 0.52 -0.75 0.24 0.50
H -0.0099 -1.6283 2.5778 0.20 -0.38 0.07 0.21
O 3.9159 -0.1893 0.7909 -0.22 0.30 0.20 -0.96
O -3.5937 0.4616 -1.4058 0.69 0.07 -0.85 -0.98
O 0.9541 -0.5105 -1.6355 -0.24 0.75 -0.26 -0.76
H 4.6477 0.1260 1.3336 0.03 -0.14 -0.13 0.49
H 0.4652 -0.4469 3.7766 -0.20 0.07 0.24 0.23
N -1.3655 -0.9747 0.2956 -0.19 1.87 1.98 -0.71
H -1.5778 -1.4261 1.2064 0.46 -0.47 -0.77 0.47
H -3.7895 -0.1666 -2.1122 -0.38 -0.40 0.34 0.47
H -1.7058 2.6881 -2.3257 0.07 0.66 0.65 0.48
C -0.6578 1.3721 2.3700 0.23 0.32 -0.35 -0.63
H 0.5412 2.9187 -0.5665 0.00 0.12 0.00 0.48
H 1.6744 1.6183 -1.9214 0.89 -0.74 0.21 0.50
O -1.3551 -3.1995 1.7501 -0.32 -0.29 0.68 -0.98
O 0.6955 -4.0338 -0.1217 0.17 -0.93 -0.08 -0.96
H -0.3155 0.7398 -0.2386 0.12 0.21 0.01 0.23
H -1.6703 1.0399 2.6010 0.11 -0.59 0.06 0.21
C -0.0938 -0.1040 0.4073 0.80 -1.18 -0.80 -0.05
H 0.6807 -4.7169 -0.8094 -0.24 0.21 -0.04 0.50
H -2.1932 -0.3912 0.1096 0.08 -0.12 -0.78 0.47
O -0.2098 3.5253 -0.5190 -0.14 -0.27 -0.02 -0.96
H -1.7167 2.0319 -3.6210 -0.13 -0.01 -0.66 0.47
H 0.8318 -2.0360 -0.1931 -0.25 0.58 -0.17 0.20
H -1.4472 -3.5378 2.6508 -0.11 0.01 -0.16 0.50
H 1.9461 -0.7934 0.2466 -0.01 0.45 -0.57 0.21
H -0.1864 1.6951 3.2756 -0.14 0.47 0.74 0.22
```
Forces are in eV/Å.

=====

C9H21Cl2ILiO3PS | the ωB97M-V functional and the def2-TZVPD basis

## Properties
DFT total energy = -69285.77417 eV
HOMO = -8.1 eV
Largest force on an atom = 1.5 eV/Å
Kohn-Sham gap = 6.497 eV

Structure (XYZ):
```
39
Properties=species:S:1:pos:R:3:forces:R:3:nbo_charge:R:1
O 4.2277 -0.8916 0.1390 0.21 -0.07 0.34 -0.91
H 3.1911 0.9690 -0.5769 -0.11 0.07 0.16 -0.05
H -1.2126 -0.7212 2.0780 -0.10 -0.22 -0.22 0.23
H -0.1776 2.8932 -2.4979 0.09 0.27 0.07 0.19
C 0.9414 -0.8305 1.7989 -0.10 0.44 0.12 -0.51
H 1.9173 -2.0774 -0.7556 0.18 -0.04 0.39 0.28
H 1.5733 0.9962 0.3621 -0.18 0.10 0.05 -0.15
H -0.4690 0.8451 0.8029 0.00 0.08 -0.13 -0.13
C -1.8954 2.3844 -1.3949 -0.08 0.57 0.24 -0.64
P 0.5181 0.0404 0.1090 -0.02 -0.13 0.36 1.02
C -3.0697 -1.2774 -1.0437 -0.18 0.12 0.39 -0.24
H 0.3938 -0.9198 4.6468 0.20 0.12 0.03 0.22
H -2.3591 1.7859 -2.1768 0.05 -0.24 -0.02 0.21
I 0.4886 3.7235 -0.0867 0.19 0.08 -0.09 0.07
H -0.4064 0.5578 4.0156 0.24 0.12 -0.02 0.22
H -0.3625 0.4383 -2.2682 0.08 -0.19 -0.10 0.23
O 3.9968 -0.2943 -2.2439 -0.13 1.11 -1.07 -1.03
H 1.4895 -1.7582 1.6965 0.07 -0.10 -0.16 0.23
H 1.2562 1.0628 -1.9811 -0.61 -0.18 0.42 0.01
H -2.2054 2.0349 -0.4162 0.00 -0.29 0.04 0.24
C 0.2363 1.0184 -1.5620 -0.42 0.52 -0.05 -0.69
O -2.0742 -0.7560 -0.1851 0.10 0.06 -0.17 -0.57
Cl 2.0809 0.2507 2.6875 0.04 -0.03 -0.05 -0.09
C 1.8497 -1.0150 -0.9716 0.00 -0.16 -0.23 -1.07
H -3.8887 -1.6736 -0.4442 -0.04 -0.13 0.07 0.18
H -0.6167 -1.5979 -1.3913 0.02 0.11 -0.15 0.16
S 3.4327 -0.3302 -0.9033 0.00 -0.99 0.44 2.04
C -0.4013 -0.5282 4.0238 -0.51 -0.10 -0.02 -0.62
H -1.3489 -0.8484 4.4535 -0.07 -0.01 0.08 0.21
H -2.2679 3.4013 -1.5075 -0.09 0.07 -0.01 0.22
H 1.5664 -0.9311 -2.0178 -0.07 -0.21 -0.07 0.22
Cl -0.5221 -2.8864 2.7883 -0.25 -0.06 -0.14 -0.11
H -2.6921 -2.0763 -1.6774 0.07 -0.04 -0.14 0.17
C -0.7724 -1.2904 -0.3534 0.01 0.06 0.03 -0.39
Li 2.4368 1.6407 -2.8174 0.97 -0.12 -0.24 0.96
H -0.6452 -2.1927 0.2500 0.03 -0.06 0.11 0.19
H -3.4807 -0.4668 -1.6463 0.04 0.02 -0.23 0.17
C -0.3884 2.4029 -1.5474 -0.08 -0.41 -0.43 -0.30
C -0.3400 -1.0818 2.6147 0.48 -0.13 0.40 -0.19
```
Forces are in eV/Å.

=====

C18H22FNO5S | the ωB97M-V functional and the def2-TZVPD basis

## Properties
ΔE to the lowest compared entry with this formula, charge and spin = 0.0699 eV
DFT total energy = -44304.15262 eV
SMILES = O=C(COC(=O)C1(c2ccccc2F)CCCC1)N[C@@H]1CCS(=O)(=O)C1
HOMO = -9.3 eV
Largest force on an atom = 0.8 eV/Å
Kohn-Sham gap = 10.033 eV

Structure (XYZ):
```
48
Properties=species:S:1:pos:R:3:forces:R:3:nbo_charge:R:1
H -0.1904 3.4158 -0.6050 0.00 -0.05 0.03 0.22
H -1.0900 -1.7344 2.3389 -0.20 0.01 -0.13 0.24
O 1.6355 -0.5686 -0.8549 0.29 -0.02 0.04 -0.50
C 1.3832 2.4297 -3.3184 0.07 0.16 0.02 -0.40
H -2.6339 -3.5928 2.6810 0.00 -0.03 0.04 0.22
H 0.7678 -2.2314 -1.7434 0.12 0.01 0.08 0.21
H -1.1898 -1.7198 -0.5580 0.34 0.03 0.00 0.45
H -3.7823 -4.6634 0.8852 -0.12 0.00 -0.04 0.25
H 2.4382 1.8573 4.1822 0.02 0.00 0.10 0.22
O -0.3717 -0.0983 -1.7335 -0.05 -0.12 -0.22 -0.61
C 1.1091 1.7150 -1.0482 -0.14 -0.11 0.17 -0.18
S -3.7445 -2.4246 0.0048 -0.54 -0.20 0.21 2.15
F -0.6571 1.1258 1.0347 0.08 0.04 -0.08 -0.35
H -1.2068 -4.1916 1.8250 -0.06 0.01 0.04 0.24
C -2.0910 -3.5602 1.7356 0.36 0.08 0.29 -0.42
C 0.6750 0.2650 -1.2687 -0.09 0.30 -0.18 0.84
H -3.5407 -1.1986 2.0610 -0.07 -0.06 0.08 0.25
C 0.2913 3.3222 -2.7331 -0.04 -0.05 -0.10 -0.40
H 0.9400 1.5387 -3.7648 0.00 -0.05 -0.07 0.21
H 4.1419 2.3910 2.4749 0.09 0.02 0.03 0.22
H -0.9803 2.0922 -1.4678 0.04 0.09 0.07 0.24
C -2.9050 -1.3131 1.1898 -0.18 -0.59 -0.50 -0.66
O 1.0638 -2.6629 1.4488 0.21 -0.14 0.33 -0.62
H -2.4325 -4.3980 -0.2487 0.00 0.03 -0.10 0.25
C 0.9030 1.5011 2.7392 -0.14 -0.03 -0.15 -0.29
C 3.1362 2.1386 2.1756 0.13 0.04 0.07 -0.22
N -0.7790 -2.0259 0.3183 -0.47 0.03 -0.03 -0.65
C 2.1946 2.0540 -2.0838 -0.03 -0.13 -0.12 -0.38
C 0.5371 -2.2744 0.4279 0.21 0.07 -0.58 0.65
C 2.1853 1.8391 3.1338 0.02 -0.01 -0.05 -0.19
O -5.1656 -2.4323 0.2120 -0.12 -0.03 0.33 -0.94
C 2.8143 2.1087 0.8288 -0.13 -0.01 0.05 -0.18
C -0.0599 2.6702 -1.3889 -0.21 0.03 -0.01 -0.40
H 2.7563 2.9284 -1.7531 0.05 0.00 0.05 0.21
O -3.2679 -2.1484 -1.3224 0.47 0.16 -0.28 -0.95
H 3.5818 2.3270 0.1047 0.06 0.02 -0.12 0.22
H 1.9823 2.9372 -4.0731 0.01 -0.06 -0.06 0.22
H -2.7110 -0.3569 0.7163 -0.09 0.07 -0.14 0.27
C 1.5322 1.7907 0.4018 -0.18 0.02 0.15 -0.08
C -1.6516 -2.1055 1.4729 0.60 -0.17 0.54 -0.06
C 1.3350 -1.9622 -0.8470 -0.14 -0.33 0.05 -0.16
H -0.5757 3.3969 -3.3861 -0.03 0.09 -0.02 0.22
H 0.6863 4.3270 -2.5738 0.00 0.04 -0.04 0.20
C -2.9857 -3.9899 0.5910 -0.25 0.63 -0.13 -0.65
H 2.8837 1.2265 -2.2450 0.12 0.04 0.05 0.22
H 2.2974 -2.4734 -0.8144 -0.20 0.04 0.04 0.22
H 0.1374 1.2482 3.4557 -0.10 -0.03 0.06 0.23
C 0.6037 1.4805 1.3925 0.29 0.14 0.27 0.45
```
Forces are in eV/Å.

=====

C3H11NO3 | the ωB97M-V functional and the def2-TZVPD basis

## Properties
ΔE to the lowest compared entry with this formula, charge and spin = 0.6128 eV
DFT total energy = -10922.39280 eV
SMILES = CCC(N)=O.O.O
HOMO = -10.3 eV
Largest force on an atom = 2.8 eV/Å
Kohn-Sham gap = 11.030 eV

Structure (XYZ):
```
18
Properties=species:S:1:pos:R:3:forces:R:3:nbo_charge:R:1
C 0.6604 -0.7916 -0.0700 -0.92 0.84 1.80 -0.54
H -1.2180 1.9412 -0.0413 -0.05 -0.45 -0.83 0.50
O -0.4985 2.6589 3.3091 -0.03 -0.39 0.03 -0.98
H 0.6144 -0.6344 -3.2980 0.25 -0.13 -0.56 0.40
H 1.8341 -1.2622 -2.2034 0.03 -0.13 -0.58 0.38
H 1.4291 -2.8213 -0.2201 -0.13 -0.09 -0.34 0.20
H 1.5676 -0.4563 0.4335 0.54 -0.25 -0.66 0.24
H -0.1984 -2.5700 -0.9223 -0.23 -0.39 0.21 0.22
H 0.1189 -2.6349 0.8815 -0.44 -0.18 -0.16 0.23
N 1.1483 -0.5698 -2.4557 -0.02 0.51 1.85 -0.84
H -0.9244 2.4432 2.4588 0.14 0.36 0.18 0.50
H -2.5875 1.5881 0.6082 -1.15 -0.72 -0.62 0.48
C 0.4632 -2.3232 -0.0998 1.11 0.67 0.19 -0.60
O -0.6895 0.4015 -1.6787 -0.64 1.02 0.79 -0.63
H -0.0647 -0.3698 0.6391 -0.23 -0.10 -0.34 0.24
C 0.3371 -0.1655 -1.3884 0.68 -1.66 -2.12 0.69
O -1.7528 1.9835 0.7427 1.22 1.09 1.45 -0.97
H -0.2393 3.5825 3.3048 -0.14 -0.01 -0.27 0.46
```
Forces are in eV/Å.